1.
Computed, not measured: a structure of composition C54H51N5O2PPd at a distorted geometry, with ωB97M-V with the def2-TZVPD basis set.

As for the LUMO energy (alpha / beta): -5.54 / -5.54 eV. The calculation puts the molar mass at 939.429 u. The orbital gap (alpha / beta) comes out at 3.38 / 3.39 eV. Its total charge is +1.

Structure (XYZ):
```
114
Properties=species:S:1:pos:R:3:lowdin_charge:R:1
Pd -0.05 -0.91 -0.89 0.7790
O -3.80 -2.66 -1.60 0.1299
C -2.75 -2.75 -0.99 -0.4510
N -1.51 -2.57 -1.55 0.1554
C -1.12 -3.25 -2.62 -0.1443
C -1.74 -4.45 -3.05 0.0258
C -1.25 -5.15 -4.11 -0.0135
C -0.14 -4.67 -4.84 -0.0105
C 0.47 -3.50 -4.48 0.0256
C 0.03 -2.77 -3.35 -0.1411
N 0.68 -1.71 -2.88 0.1313
C 1.46 -0.91 -3.66 -0.4545
O 1.17 -0.53 -4.78 0.1303
C 2.79 -0.62 -3.05 -0.2477
C 3.74 0.08 -3.80 0.0132
C 5.05 0.09 -3.36 -0.0284
C 5.36 -0.61 -2.20 -0.0262
C 4.33 -1.23 -1.50 -0.1402
N 3.07 -1.22 -1.89 0.1119
C -2.69 -3.11 0.45 -0.2298
C -3.82 -3.64 1.08 0.0040
C -3.72 -4.03 2.40 -0.0396
C -2.49 -3.88 3.04 -0.0194
C -1.42 -3.36 2.33 -0.1021
N -1.51 -2.98 1.06 0.1230
H -2.60 -4.80 -2.50 0.1283
H -1.70 -6.09 -4.39 0.1248
H 0.23 -5.24 -5.67 0.1242
H 1.32 -3.12 -5.03 0.1292
H 3.42 0.55 -4.72 0.1252
H 5.81 0.61 -3.92 0.1181
H 6.38 -0.68 -1.85 0.1169
H 4.55 -1.79 -0.61 0.1025
H -4.74 -3.73 0.52 0.1235
H -4.57 -4.44 2.92 0.1150
H -2.37 -4.17 4.07 0.1131
H -0.45 -3.25 2.79 0.1118
C 5.71 2.23 0.28 -0.0659
C 5.05 1.15 0.84 -0.0614
C 3.78 0.82 0.40 -0.1343
C 3.15 1.58 -0.58 -0.3366
C 3.81 2.68 -1.10 -0.0686
C 5.09 2.98 -0.70 -0.0609
P 1.37 1.19 -0.84 1.1644
C 0.91 2.59 0.25 -0.3491
C 0.34 3.77 -0.22 -0.0850
C 0.18 4.85 0.63 -0.0668
C 0.59 4.76 1.95 -0.0641
C 1.13 3.58 2.43 -0.0571
C 1.29 2.50 1.59 -0.0992
C 0.72 1.70 -2.49 -0.3626
C 1.28 2.57 -3.42 -0.0792
C 0.64 2.81 -4.62 -0.0565
C -0.56 2.18 -4.92 -0.0560
C -1.12 1.30 -4.01 -0.0591
C -0.48 1.07 -2.81 -0.1703
H 6.71 2.49 0.61 0.1093
H 5.51 0.59 1.63 0.1138
H 3.26 -0.02 0.84 0.0866
H 3.31 3.35 -1.79 0.0895
H 5.60 3.83 -1.13 0.1113
H 0.02 3.84 -1.25 0.1040
H -0.27 5.76 0.26 0.1096
H 0.50 5.61 2.60 0.1079
H 1.44 3.50 3.46 0.1116
H 1.73 1.58 1.96 0.1009
H 2.22 3.06 -3.23 0.0867
H 1.08 3.48 -5.34 0.1129
H -1.04 2.36 -5.87 0.1129
H -2.04 0.78 -4.25 0.1168
H -0.92 0.32 -2.12 0.0313
C 1.03 -0.18 5.65 -0.0428
C 1.02 -0.64 4.23 -0.2856
C 2.00 -1.50 3.75 -0.0281
C 1.98 -1.94 2.42 -0.3115
C 2.98 -2.93 1.92 -0.0358
C 1.00 -1.46 1.58 -0.1064
C -0.03 -0.58 2.03 -0.3416
C 0.01 -0.20 3.39 -0.0119
N -0.92 -0.21 1.10 0.0399
C -2.15 0.49 1.30 -0.4297
C -2.82 0.61 -0.08 -0.0884
C -4.18 1.31 0.04 -0.2745
C -3.96 2.72 0.57 -0.1106
C -3.30 2.64 1.94 -0.2795
C -4.21 1.88 2.91 -0.1092
C -4.43 0.47 2.37 -0.2787
C -5.09 0.54 0.99 -0.1057
C -3.09 -0.27 2.25 -0.0640
C -1.95 1.93 1.83 -0.0750
H 1.88 -0.58 6.19 0.0766
H 0.12 -0.50 6.15 0.0853
H 1.07 0.91 5.69 0.0796
H 2.78 -1.85 4.41 0.1082
H 3.41 -3.50 2.74 0.0818
H 3.79 -2.42 1.40 0.0561
H 2.51 -3.62 1.22 0.0839
H 0.94 -1.84 0.54 0.0580
H -0.73 0.45 3.82 0.0981
H -2.94 -0.38 -0.52 0.0951
H -2.18 1.22 -0.72 0.1017
H -4.63 1.35 -0.96 0.1439
H -4.91 3.25 0.64 0.1223
H -3.33 3.29 -0.12 0.1190
H -3.12 3.65 2.32 0.1426
H -5.16 2.39 3.00 0.1216
H -3.75 1.84 3.90 0.1233
H -5.07 -0.09 3.06 0.1432
H -6.05 1.05 1.07 0.1233
H -5.27 -0.47 0.60 0.1179
H -3.27 -1.26 1.85 0.0897
H -2.63 -0.38 3.23 0.1188
H -1.45 1.93 2.80 0.1088
H -1.32 2.47 1.12 0.0894
```



2.
Computed, not measured: a structure of composition C54H53F3N5O2P2STaTe at a distorted geometry, with ωB97M-V with the def2-TZVPD basis set.

As for the LUMO energy (alpha / beta): -7.08 / -7.08 eV. The calculation puts the molar mass at 1263.608 u. The orbital gap (alpha / beta) comes out at 4.94 / 4.94 eV. Its total charge is +2.

Structure (XYZ):
```
122
Properties=species:S:1:pos:R:3:lowdin_charge:R:1
Ta -0.13 -0.22 -0.20 1.8043
C 3.31 -6.20 0.40 -0.0636
C 2.85 -5.30 -0.54 -0.0796
C 2.40 -4.05 -0.15 -0.1047
C 2.42 -3.69 1.19 -0.2743
C 2.88 -4.59 2.14 -0.0219
C 3.32 -5.85 1.74 -0.0487
N 2.03 -2.32 1.56 0.0233
C 3.08 -1.35 1.48 -0.2009
C 4.42 -1.66 1.26 0.0112
C 5.36 -0.65 1.14 -0.0427
C 4.98 0.68 1.24 -0.0508
C 3.65 1.00 1.46 -0.0201
C 2.72 -0.01 1.58 -0.2021
N 1.31 0.29 1.70 -0.0546
N 1.02 1.63 2.08 0.0845
C -0.23 1.89 1.92 -0.3846
C -0.79 3.13 2.38 -0.0006
C -2.11 3.36 2.25 -0.0280
C -2.96 2.37 1.63 -0.0499
C -2.39 1.26 1.14 -0.2020
N -1.04 0.99 1.26 -0.1367
H 3.69 -7.17 0.09 0.1166
H 2.84 -5.56 -1.59 0.1086
H 2.04 -3.35 -0.87 0.0556
H 2.91 -4.33 3.18 0.1145
H 3.69 -6.54 2.49 0.1175
H 4.72 -2.70 1.18 0.1255
H 6.40 -0.91 0.98 0.1176
H 5.72 1.47 1.16 0.1155
H 3.32 2.03 1.54 0.0996
H -0.12 3.84 2.85 0.1242
H -2.55 4.28 2.62 0.1221
H -4.03 2.52 1.53 0.1177
H -2.97 0.50 0.63 0.1120
Te -0.55 -5.33 0.59 1.4183
C -2.48 -6.08 1.03 -0.5657
C -2.90 -6.20 2.35 -0.1375
C -4.17 -6.74 2.59 -0.1370
N -4.99 -7.12 1.62 0.0741
C -4.57 -7.01 0.36 -0.1321
C -3.32 -6.50 0.01 -0.1260
C -1.18 -3.37 0.10 -0.9232
P -1.05 -2.15 1.34 0.8204
C -0.07 -2.51 2.83 -0.2896
C -0.70 -2.79 4.05 -0.0550
C 0.02 -2.80 5.23 -0.0342
C 1.37 -2.45 5.22 -0.0253
C 2.01 -2.23 4.02 -0.0107
C 1.31 -2.32 2.82 -0.2844
C -2.71 -1.94 2.06 -0.3692
C -3.69 -2.87 1.75 -0.1023
C -4.94 -2.82 2.37 -0.0435
C -5.21 -1.82 3.29 -0.0486
C -4.24 -0.87 3.59 -0.0540
C -2.99 -0.93 2.99 -0.1289
P -0.70 -2.54 -1.37 0.8156
C -2.20 -1.97 -2.26 -0.3904
C -2.04 -1.43 -3.55 -0.1232
C -3.14 -0.94 -4.24 -0.0703
C -4.40 -0.98 -3.65 -0.0566
C -4.56 -1.50 -2.38 -0.0469
C -3.46 -1.98 -1.68 -0.0744
C -0.07 -3.69 -2.62 -0.3714
C -0.97 -4.69 -3.00 -0.1065
C -0.58 -5.64 -3.93 -0.0459
C 0.69 -5.58 -4.50 -0.0477
C 1.57 -4.58 -4.14 -0.0604
C 1.20 -3.63 -3.19 -0.1017
H -2.27 -5.91 3.17 0.0910
H -4.52 -6.86 3.60 0.1120
H -5.25 -7.36 -0.41 0.1112
H -3.02 -6.45 -1.02 0.0849
H -1.75 -3.02 4.07 0.1117
H -0.48 -3.04 6.16 0.1202
H 1.92 -2.39 6.15 0.1224
H 3.08 -2.01 4.00 0.1367
H 0.86 -0.38 2.33 0.0894
H -3.48 -3.65 1.03 0.0713
H -5.69 -3.57 2.13 0.1170
H -6.18 -1.78 3.78 0.1166
H -4.45 -0.09 4.31 0.1160
H -2.23 -0.22 3.28 0.1071
H -1.06 -1.43 -4.01 0.1158
H -3.01 -0.54 -5.24 0.1173
H -5.26 -0.61 -4.20 0.1161
H -5.55 -1.54 -1.93 0.1167
H -3.58 -2.39 -0.68 0.0748
H -1.96 -4.71 -2.58 0.1039
H -1.27 -6.41 -4.22 0.1177
H 0.98 -6.32 -5.23 0.1174
H 2.56 -4.53 -4.58 0.1175
H 1.89 -2.84 -2.93 0.0883
O -1.88 0.87 -1.73 -0.0923
H -2.02 0.64 -2.66 0.0569
H -2.44 1.62 -1.51 0.0820
F 2.51 -1.30 -1.48 0.0933
C 1.74 -0.23 -1.33 -0.6683
F 1.08 -0.03 -2.54 -0.0187
F 2.59 0.79 -1.16 0.0681
C -0.75 3.16 -4.77 -0.1042
C -0.28 4.33 -3.91 -0.2746
C -0.38 4.04 -2.41 -0.3145
S 0.82 2.77 -1.96 1.0569
O 0.17 2.04 -0.74 -0.6229
C 2.15 3.82 -1.31 -0.2958
C 2.03 4.22 0.16 -0.2668
C 1.13 5.42 0.43 -0.0919
H -0.69 3.42 -5.83 0.0855
H -1.79 2.91 -4.55 0.0759
H -0.13 2.27 -4.61 0.0607
H -0.88 5.21 -4.12 0.1225
H 0.76 4.58 -4.16 0.1129
H -1.36 3.64 -2.15 0.0914
H -0.19 4.93 -1.80 0.0805
H 2.16 4.69 -1.98 0.1058
H 3.06 3.25 -1.49 0.0878
H 3.05 4.44 0.50 0.1223
H 1.68 3.36 0.73 0.0546
H 1.35 6.25 -0.25 0.0857
H 1.29 5.79 1.45 0.0832
H 0.07 5.17 0.35 0.0606
```



3.
Computed, not measured: a structure of composition C54H54Br4GeIrN2O2 at a distorted geometry, with ωB97M-V with the def2-TZVPD basis set.

As for the LUMO energy (alpha / beta): -2.79 / -2.64 eV. The calculation puts the molar mass at 1347.481 u. The orbital gap (alpha / beta) comes out at 4.47 / 4.55 eV. The multiplicity is 2.

Structure (XYZ):
```
118
Properties=species:S:1:pos:R:3:mulliken_spin:R:1
Ir 0.32 0.27 0.32 0.6920
C -4.66 1.62 -0.31 0.0003
C -4.03 1.32 1.05 0.0021
C -4.96 1.78 2.18 -0.0005
C -3.72 -0.15 1.24 -0.0034
C -4.76 -1.06 1.08 -0.0010
C -4.57 -2.41 1.28 -0.0007
C -3.32 -2.86 1.67 -0.0011
C -2.26 -1.99 1.86 0.0012
C -0.97 -2.54 2.40 -0.0047
C -1.19 -3.26 3.73 -0.0002
C -0.31 -3.47 1.38 -0.0039
C -2.45 -0.62 1.62 0.0155
N -1.41 0.33 1.77 -0.0436
C -1.46 1.14 2.77 0.0019
C -0.71 2.33 3.02 0.0010
C -1.18 3.11 4.10 -0.0043
C -0.63 4.30 4.46 0.0047
C 0.50 4.77 3.76 -0.0034
C 1.01 4.04 2.73 -0.0005
C 0.43 2.80 2.29 0.0188
N 0.96 2.17 1.25 0.0126
C 2.12 2.66 0.62 0.0415
C 1.97 3.44 -0.56 -0.0089
C 3.10 3.83 -1.26 -0.0011
C 4.37 3.54 -0.80 -0.0001
C 4.50 2.89 0.40 -0.0030
C 3.41 2.42 1.13 -0.0001
C 3.83 1.73 2.43 0.0002
C 4.70 0.50 2.10 0.0039
C 2.76 1.33 3.44 0.0013
C 0.66 4.02 -1.07 -0.0033
C -0.47 3.04 -1.34 0.0350
C 0.19 5.16 -0.16 -0.0007
H -4.93 2.67 -0.37 -0.0001
H -5.55 1.03 -0.48 0.0000
H -3.95 1.41 -1.10 -0.0002
H -3.11 1.91 1.12 0.0015
H -5.93 1.30 2.10 0.0000
H -5.11 2.86 2.14 0.0001
H -4.54 1.53 3.15 0.0000
H -5.73 -0.70 0.80 0.0000
H -5.38 -3.10 1.16 -0.0002
H -3.17 -3.91 1.84 -0.0003
H -0.29 -1.70 2.59 0.0024
H -1.72 -4.20 3.58 0.0001
H -1.79 -2.64 4.40 0.0002
H -0.24 -3.47 4.21 -0.0002
H -0.97 -4.27 1.09 0.0002
H 0.60 -3.91 1.80 0.0010
H -0.04 -2.90 0.49 0.0111
H -2.22 0.95 3.53 -0.0024
H -2.04 2.74 4.64 0.0001
H -1.04 4.88 5.27 0.0000
H 0.96 5.70 4.04 0.0000
H 1.89 4.39 2.21 0.0012
H 2.98 4.40 -2.17 0.0001
H 5.24 3.84 -1.36 0.0000
H 5.50 2.74 0.80 0.0002
H 4.49 2.45 2.94 -0.0004
H 4.18 -0.15 1.39 -0.0021
H 4.91 -0.06 3.00 0.0001
H 5.64 0.79 1.64 -0.0001
H 2.04 0.65 3.00 -0.0032
H 2.24 2.19 3.84 0.0007
H 3.24 0.82 4.28 -0.0004
H 0.91 4.49 -2.03 0.0023
H -0.72 2.45 -0.47 0.0654
H -0.17 2.37 -2.15 -0.0116
H -1.36 3.59 -1.65 0.0007
H -0.28 4.78 0.75 0.0001
H -0.53 5.78 -0.69 -0.0001
H 1.03 5.80 0.12 -0.0001
Br 5.19 -4.56 2.87 0.0002
C 4.19 -3.45 1.72 -0.0033
C 4.48 -3.44 0.35 0.0121
Br 5.87 -4.51 -0.33 0.0011
C 3.75 -2.63 -0.51 -0.0063
Br 4.10 -2.59 -2.36 -0.0005
C 2.70 -1.81 -0.04 -0.0197
O 2.00 -1.07 -0.78 -0.0110
C 2.42 -1.81 1.40 -0.0153
O 1.54 -1.02 1.84 0.1743
C 3.19 -2.65 2.23 0.0238
Br 2.80 -2.62 4.08 0.0013
C -1.97 0.65 -3.16 0.0086
Ge -0.77 -0.52 -1.99 0.0455
C -1.95 -2.15 -1.80 0.0002
C -3.32 -1.93 -1.75 -0.0113
C -4.21 -2.98 -1.74 0.0009
C -3.74 -4.28 -1.73 -0.0024
C -2.38 -4.52 -1.74 0.0014
C -1.49 -3.46 -1.78 -0.0052
C 0.71 -0.68 -3.34 -0.0014
C 1.74 0.21 -3.19 -0.0106
C 2.83 0.25 -4.06 0.0016
C 2.89 -0.62 -5.10 0.0002
C 1.84 -1.53 -5.34 -0.0013
C 1.86 -2.40 -6.45 -0.0015
C 0.84 -3.28 -6.68 0.0002
C -0.27 -3.29 -5.82 -0.0009
C -0.33 -2.45 -4.74 0.0019
C 0.72 -1.56 -4.45 0.0007
H -2.61 -0.01 -3.75 -0.0020
H -1.36 1.22 -3.85 -0.0008
H -2.61 1.34 -2.62 -0.0011
H -3.70 -0.91 -1.73 -0.0002
H -5.28 -2.78 -1.74 0.0000
H -4.44 -5.11 -1.70 -0.0002
H -2.01 -5.53 -1.73 -0.0002
H -0.43 -3.66 -1.82 -0.0006
H 1.73 0.89 -2.34 0.0068
H 3.64 0.95 -3.87 -0.0002
H 3.75 -0.65 -5.76 0.0001
H 2.71 -2.36 -7.11 0.0000
H 0.87 -3.95 -7.52 0.0001
H -1.09 -3.97 -6.02 -0.0001
H -1.20 -2.46 -4.10 0.0012
```



4.
Computed, not measured: a structure of composition C54H54ClN4O2P2Ti at a distorted geometry, with ωB97M-V with the def2-TZVPD basis set.

As for the LUMO energy: -2.55 eV. The calculation puts the molar mass at 936.320 u. The orbital gap comes out at 6.57 eV. Its total charge is +1.

Structure (XYZ):
```
118
Properties=species:S:1:pos:R:3:lowdin_charge:R:1
Ti 0.31 -0.59 1.26 1.1464
C 2.56 -3.93 -0.56 -0.1745
C 1.17 -4.55 -0.36 -0.1675
C 0.40 -3.97 0.83 -0.1943
N -0.29 -2.71 0.61 0.0062
C -1.48 -2.70 0.07 -0.2187
C -2.11 -3.87 -0.47 0.0013
C -3.29 -4.04 -1.14 -0.0669
C -4.25 -3.10 -1.52 -0.0970
C -4.30 -1.78 -1.13 -0.0712
C -3.43 -1.09 -0.27 -0.0191
C -2.21 -1.44 0.29 -0.2232
N -1.59 -0.64 1.17 -0.1527
C -2.32 -0.04 2.27 -0.1731
C -2.29 -1.10 3.38 -0.1271
C -0.90 -1.31 4.00 -0.1770
N 0.21 -1.43 3.04 -0.0581
C 1.39 -1.89 3.48 -0.2129
C 1.60 -2.18 4.84 -0.0103
C 2.66 -2.76 5.52 -0.0567
C 3.87 -3.23 5.05 -0.0867
C 4.32 -3.12 3.75 -0.0587
C 3.71 -2.56 2.64 -0.0050
C 2.43 -1.99 2.43 -0.2281
N 2.06 -1.48 1.25 -0.1143
C 2.91 -1.44 0.07 -0.1797
C 2.50 -2.46 -1.00 -0.1751
H 3.09 -4.51 -1.31 0.1112
H 3.12 -4.02 0.38 0.1007
H 1.29 -5.62 -0.20 0.1168
H 0.59 -4.42 -1.28 0.1065
H 1.11 -3.82 1.65 0.0997
H -0.32 -4.71 1.19 0.1172
H -1.55 -4.79 -0.31 0.0976
H -3.50 -5.06 -1.45 0.1147
H -5.06 -3.45 -2.14 0.1074
H -5.14 -1.21 -1.49 0.1126
H -3.76 -0.09 -0.01 0.1073
H -3.36 0.17 2.02 0.1177
H -1.84 0.88 2.60 0.1025
H -2.65 -2.04 2.95 0.1187
H -2.97 -0.82 4.19 0.1226
H -0.97 -2.23 4.59 0.1252
H -0.70 -0.47 4.67 0.1105
H 0.79 -1.89 5.49 0.0966
H 2.51 -2.84 6.59 0.1148
H 4.53 -3.69 5.77 0.1055
H 5.31 -3.51 3.57 0.1137
H 4.34 -2.59 1.77 0.0914
H 3.97 -1.58 0.31 0.1125
H 2.82 -0.44 -0.37 0.0996
H 3.17 -2.31 -1.86 0.1105
H 1.49 -2.22 -1.32 0.0681
O -0.30 1.49 0.31 -0.3812
P -0.53 2.48 -0.78 0.7715
C -1.53 1.68 -2.10 -0.2633
P -0.62 0.17 -2.63 0.7609
O 0.03 -0.52 -1.48 -0.3400
C 0.56 0.65 -3.91 -0.2678
C 1.84 0.10 -3.85 -0.0653
C 2.78 0.41 -4.82 -0.0624
C 2.45 1.28 -5.85 -0.0657
C 1.17 1.81 -5.93 -0.0670
C 0.23 1.49 -4.97 -0.0756
C -1.81 -0.83 -3.55 -0.2742
C -2.83 -0.25 -4.30 -0.0814
C -3.65 -1.05 -5.07 -0.0661
C -3.45 -2.42 -5.11 -0.0665
C -2.43 -3.00 -4.37 -0.0706
C -1.60 -2.20 -3.60 -0.0715
C -1.37 3.98 -0.23 -0.2828
C -2.68 4.29 -0.55 -0.0705
C -3.27 5.44 -0.02 -0.0665
C -2.54 6.25 0.83 -0.0591
C -1.23 5.94 1.15 -0.0542
C -0.64 4.82 0.62 -0.0897
C 1.00 3.10 -1.50 -0.2852
C 1.00 4.21 -2.33 -0.0709
C 2.19 4.68 -2.85 -0.0611
C 3.39 4.05 -2.54 -0.0593
C 3.39 2.95 -1.70 -0.0554
C 2.20 2.47 -1.18 -0.0725
H -1.74 2.35 -2.93 0.0697
H -2.46 1.33 -1.63 0.0670
H 2.08 -0.57 -3.04 0.0859
H 3.77 -0.01 -4.77 0.1102
H 3.19 1.54 -6.59 0.1102
H 0.91 2.47 -6.75 0.1101
H -0.78 1.90 -5.05 0.1016
H -2.99 0.82 -4.28 0.0991
H -4.45 -0.60 -5.65 0.1101
H -4.10 -3.04 -5.72 0.1112
H -2.28 -4.07 -4.40 0.1141
H -0.80 -2.63 -3.01 0.1064
H -3.26 3.65 -1.21 0.1007
H -4.29 5.69 -0.28 0.1101
H -3.01 7.13 1.26 0.1122
H -0.66 6.58 1.82 0.1154
H 0.40 4.57 0.84 0.1206
H 0.06 4.71 -2.56 0.1159
H 2.19 5.55 -3.50 0.1111
H 4.31 4.43 -2.95 0.1113
H 4.32 2.45 -1.45 0.1127
H 2.17 1.62 -0.52 0.0747
Cl -1.32 3.53 7.01 0.6635
C -0.51 2.81 5.65 -0.6796
C -0.83 3.21 4.37 -0.0986
C -0.19 2.62 3.29 -0.0627
C 0.78 1.63 3.45 -0.2868
C 1.46 0.99 2.30 -0.1541
C 1.12 1.29 4.77 -0.0601
C 0.48 1.86 5.86 -0.1041
H -1.57 3.98 4.21 0.1050
H -0.45 2.95 2.29 0.0720
H 2.42 0.58 2.63 0.0690
H 1.65 1.73 1.53 0.0435
H 1.92 0.58 4.93 0.1100
H 0.76 1.58 6.87 0.1082
```